Entry 1:
{
  "formula": "C45H101F3N4O11Y",
  "method": "ωB97M-V with the def2-TZVPD basis set",
  "e_homo_ha": -0.34895,
  "energy_ev": -85967.13052,
  "de_lowest_kcal_mol": 0.3,
  "charge": 1,
  "elements": ["Y", "C", "C", "O", "H", "H", "H", "H", "H", "C", "O", "O", "C", "F", "F", "F", "C", "C", "H", "H", "H", "H", "H", "H", "O", "H", "H", "O", "H", "H", "O", "H", "H", "C", "C", "C", "C", "C", "C", "N", "O", "C", "C", "C", "H", "H", "H", "H", "H", "H", "H", "H", "H", "H", "H", "H", "H", "H", "H", "H", "H", "H", "H", "C", "C", "C", "C", "C", "C", "N", "O", "C", "C", "C", "H", "H", "H", "H", "H", "H", "H", "H", "H", "H", "H", "H", "H", "H", "H", "H", "H", "H", "H", "C", "C", "C", "C", "C", "C", "N", "O", "C", "C", "C", "H", "H", "H", "H", "H", "H", "H", "H", "H", "H", "H", "H", "H", "H", "H", "H", "H", "H", "H", "C", "C", "C", "C", "C", "C", "N", "O", "C", "C", "C", "H", "H", "H", "H", "H", "H", "H", "H", "H", "H", "H", "H", "H", "H", "H", "H", "H", "H", "H", "C", "C", "C", "O", "H", "H", "H", "H", "H", "H", "H", "H"],
  "coordinates": [[-1.25712, -10.94165, -11.94673], [-0.68298, -7.53533, -14.51176], [0.33544, -8.69783, -14.32549], [0.09662, -9.56272, -13.24338], [-1.65967, -7.93971, -14.78156], [-0.39623, -6.91960, -15.36861], [-0.77579, -6.82628, -13.68648], [1.33861, -8.27720, -14.21148], [0.35513, -9.27769, -15.25279], [-4.04226, -8.94798, -12.63093], [-4.06347, -8.83563, -11.22262], [-3.13835, -9.96127, -12.90463], [-5.49209, -9.15651, -13.09930], [-5.56633, -9.05135, -14.43992], [-5.96055, -10.40022, -12.84624], [-6.37027, -8.27785, -12.62098], [-4.07196, -7.60292, -10.54029], [-4.41534, -7.92060, -9.06910], [-3.92242, -8.86592, -8.82862], [-3.90246, -7.22508, -8.40175], [-5.48381, -7.93392, -8.87270], [-4.71044, -6.80439, -10.91593], [-3.07429, -7.18140, -10.36367], [-3.72347, -7.98038, -13.03501], [-1.23485, -8.92839, -10.78563], [-1.39283, -8.70337, -9.85692], [-1.28970, -8.08409, -11.26404], [2.04417, -10.18650, -11.18998], [1.64248, -9.64598, -11.89247], [2.99223, -10.10712, -11.33789], [1.36518, -12.02593, -15.20300], [0.94161, -11.16953, -15.08933], [2.28889, -11.81106, -15.41928], [-1.69534, -1.39160, -12.80898], [-2.06330, -2.35692, -11.65126], [-2.40375, -3.67757, -12.42862], [-2.45355, -4.94496, -11.59853], [-1.06825, -5.09667, -10.98910], [-0.67137, -3.92337, -10.09448], [-0.88547, -2.66835, -10.82647], [-0.33288, -1.54479, -10.15018], [-1.34568, -4.06271, -8.74037], [0.86164, -4.10541, -9.94247], [-3.27176, -1.89155, -10.88893], [-2.59881, -0.98028, -13.25713], [-1.05863, -1.92139, -13.51375], [-1.15212, -0.50731, -12.46666], [-3.41104, -3.49532, -12.81899], [-1.77078, -3.81295, -13.30537], [-2.71675, -5.76740, -12.26774], [-3.17062, -4.89396, -10.77623], [-0.35819, -5.16824, -11.81732], [-1.05169, -6.04505, -10.43640], [-0.93979, -4.93275, -8.22601], [-1.09287, -3.17760, -8.14880], [-2.43384, -4.01377, -8.79686], [1.28674, -3.27326, -9.37257], [1.20312, -4.99534, -9.41209], [1.38734, -4.04738, -10.89772], [-3.79994, -2.66956, -10.33441], [-4.00260, -1.45134, -11.57561], [-3.13905, -1.03458, -10.22333], [0.50187, -1.52019, -10.63417], [-5.50128, -4.64419, -14.47030], [-4.62718, -5.17603, -15.62402], [-4.21051, -6.65950, -15.49077], [-5.34130, -7.65753, -15.77362], [-5.85081, -7.44145, -17.20587], [-6.19657, -5.96684, -17.49148], [-5.19784, -5.04581, -16.94138], [-5.37033, -3.71406, -17.36202], [-6.19359, -5.83399, -19.02124], [-7.59302, -5.61025, -16.94256], [-3.29349, -4.37697, -15.56800], [-4.99709, -4.70127, -13.49957], [-6.43583, -5.15787, -14.24590], [-5.65277, -3.58384, -14.67664], [-3.39251, -6.84876, -16.18673], [-3.90138, -6.79731, -14.45004], [-6.10076, -7.70254, -14.98978], [-4.88684, -8.65010, -15.67885], [-6.74984, -8.00144, -17.46878], [-5.08945, -7.84888, -17.87483], [-6.32426, -4.80795, -19.37372], [-5.26244, -6.13293, -19.50686], [-7.04066, -6.38454, -19.43316], [-8.13962, -4.89024, -17.55553], [-8.23763, -6.49272, -16.96767], [-7.56851, -5.18489, -15.94454], [-2.81007, -4.71042, -14.64041], [-3.41007, -3.29984, -15.48121], [-2.58253, -4.74101, -16.31001], [-4.79443, -3.67289, -18.13381], [1.07822, -4.59251, -13.34648], [2.40588, -4.12814, -13.98906], [3.16709, -5.31914, -14.54528], [2.79425, -5.84491, -15.94450], [2.59838, -4.67503, -16.90021], [1.70530, -3.54114, -16.36993], [2.16001, -3.13400, -15.03346], [1.60215, -1.91748, -14.58340], [1.91721, -2.33764, -17.32053], [0.23163, -3.98087, -16.45630], [3.33099, -3.56744, -12.89757], [0.47045, -5.02895, -14.13832], [0.59243, -3.73475, -12.87982], [1.26734, -5.34622, -12.57923], [4.25200, -5.20250, -14.52689], [2.97404, -6.15707, -13.86631], [1.96698, -6.55351, -15.83118], [3.59258, -6.49491, -16.30254], [2.24261, -5.09024, -17.84957], [3.55615, -4.27080, -17.23948], [1.55674, -2.63678, -18.30317], [1.43876, -1.43784, -16.93854], [2.97394, -2.07124, -17.39820], [-0.39303, -3.54143, -15.67816], [-0.20115, -3.75338, -17.42936], [0.19638, -5.06492, -16.31321], [3.43927, -4.27711, -12.07792], [2.94919, -2.64047, -12.45999], [4.28920, -3.28112, -13.33229], [2.38867, -1.36194, -14.60993], [4.09463, -13.92655, -14.26039], [5.01867, -12.88773, -14.93123], [4.98302, -13.27523, -16.44085], [5.54394, -12.14929, -17.34383], [4.90441, -10.82825, -17.09065], [4.84462, -10.40465, -15.60749], [4.45376, -11.54779, -14.79381], [4.17370, -11.12941, -13.46113], [6.24521, -9.80612, -15.23385], [3.81730, -9.29462, -15.45216], [6.45034, -13.05303, -14.43521], [3.81051, -13.63751, -13.24763], [4.55280, -14.90936, -14.33707], [3.13661, -13.92823, -14.78394], [5.65311, -14.13448, -16.45665], [3.97268, -13.51027, -16.77282], [5.30333, -12.50379, -18.34691], [6.61695, -12.10533, -17.14416], [3.85462, -10.89839, -17.41275], [5.19569, -9.96434, -17.69122], [6.50963, -9.05465, -15.98477], [6.26855, -9.18277, -14.33656], [7.04610, -10.53736, -15.31202], [2.81555, -9.51726, -15.84341], [3.56698, -8.90351, -14.46551], [4.05111, -8.45841, -16.11348], [7.17102, -12.69132, -15.17209], [6.70629, -14.10914, -14.33836], [6.67514, -12.54402, -13.49688], [5.01471, -10.67647, -13.26945], [-2.47846, -10.17557, -16.90179], [-3.72682, -11.02083, -16.75857], [-3.61397, -12.31774, -17.53803], [-3.79288, -11.44147, -15.39738], [-2.57091, -9.41360, -16.11879], [-2.30265, -9.78245, -17.90170], [-1.57961, -10.71405, -16.58384], [-4.58336, -10.42693, -17.09217], [-3.32169, -12.20969, -18.58512], [-4.56818, -12.83974, -17.64296], [-2.91271, -12.97761, -17.02918], [-3.62832, -10.70425, -14.79646]]
}

***

Entry 2:
{
  "formula": "C45H101FO24",
  "method": "ωB97M-V with the def2-TZVPD basis set",
  "e_homo_ha": -0.33824,
  "energy_ev": -100146.44626,
  "smiles": "O=C1OC[C@@H](F)O1.COCCOCCOC.COCCOCCOC.COCCOCCOC.COCCOCCOC.COCCOCCOC.COCCOCCOC.COCCOCCOC",
  "elements": ["O", "C", "O", "C", "C", "F", "O", "H", "H", "H", "C", "O", "C", "C", "O", "C", "C", "O", "C", "H", "H", "H", "H", "H", "H", "H", "H", "H", "H", "H", "H", "H", "H", "C", "O", "C", "C", "O", "C", "C", "O", "C", "H", "H", "H", "H", "H", "H", "H", "H", "H", "H", "H", "H", "H", "H", "C", "O", "C", "C", "O", "C", "C", "O", "C", "H", "H", "H", "H", "H", "H", "H", "H", "H", "H", "H", "H", "H", "H", "C", "O", "C", "C", "O", "C", "C", "O", "C", "H", "H", "H", "H", "H", "H", "H", "H", "H", "H", "H", "H", "H", "H", "C", "O", "C", "C", "O", "C", "C", "O", "C", "H", "H", "H", "H", "H", "H", "H", "H", "H", "H", "H", "H", "H", "H", "C", "O", "C", "C", "O", "C", "C", "O", "C", "H", "H", "H", "H", "H", "H", "H", "H", "H", "H", "H", "H", "H", "H", "C", "O", "C", "C", "O", "C", "C", "O", "C", "H", "H", "H", "H", "H", "H", "H", "H", "H", "H", "H", "H", "H", "H"],
  "coordinates": [[0.08902, 2.83810, -1.66256], [-0.44164, 1.82296, -1.24551], [-0.25757, 0.60887, -1.69656], [-1.00225, -0.33367, -0.98591], [-1.50872, 0.45787, 0.19659], [-0.82823, 0.29824, 1.35051], [-1.32246, 1.77482, -0.26028], [-1.89642, -0.60926, -1.58344], [-0.50404, -1.27523, -0.80806], [-2.58895, 0.35128, 0.33421], [4.70326, 1.82400, -4.93107], [3.83435, 1.16871, -4.02618], [4.54755, 0.77832, -2.90260], [3.61507, -0.15251, -2.14281], [3.39602, -1.37951, -2.81807], [2.37854, -2.16414, -2.22481], [2.82193, -2.99889, -1.02934], [2.79862, -2.20392, 0.13524], [3.50696, -2.65039, 1.24406], [5.16544, 2.77009, -4.59645], [4.24190, 2.04259, -5.88479], [5.47541, 1.13918, -5.25074], [4.71905, 1.70236, -2.30305], [5.48247, 0.31261, -3.27473], [2.67374, 0.40377, -2.03032], [4.00175, -0.26483, -1.13637], [2.00352, -2.78936, -3.01900], [1.49251, -1.56783, -1.94454], [3.81419, -3.40164, -1.23341], [2.14550, -3.86527, -0.81747], [3.41687, -1.94227, 2.05669], [4.57730, -2.85479, 1.12519], [2.97595, -3.55725, 1.65422], [-2.56610, 7.40718, 6.45352], [-1.57681, 6.56998, 5.96690], [-1.97990, 5.20162, 6.04382], [-1.27519, 4.32921, 5.08963], [-1.96115, 4.18830, 3.83921], [-1.25444, 3.32160, 3.00677], [-0.15873, 4.05018, 2.31840], [-0.49090, 5.31178, 1.77887], [-1.59654, 5.32108, 0.90234], [-2.49839, 7.53595, 7.54990], [-3.57899, 7.08325, 6.32749], [-2.48496, 8.39661, 5.92726], [-3.06146, 5.01113, 5.93359], [-1.67748, 4.86970, 7.05048], [-1.08811, 3.36921, 5.57817], [-0.24486, 4.68077, 4.89513], [-2.05339, 2.97915, 2.36712], [-0.90628, 2.42138, 3.54296], [0.29738, 3.40181, 1.56824], [0.64766, 4.31338, 3.00152], [-1.58246, 6.17189, 0.23550], [-2.57754, 5.31988, 1.39051], [-1.56718, 4.39694, 0.33616], [-5.26385, -0.94415, 1.08536], [-4.50538, -0.51482, -0.02553], [-5.36629, -0.14736, -1.06334], [-4.65306, 0.52651, -2.28982], [-3.74398, -0.40968, -2.85547], [-3.18225, 0.09776, -4.06088], [-2.80876, -1.16098, -4.82597], [-4.02981, -1.84464, -5.06532], [-3.83222, -3.03567, -5.82842], [-5.61484, -1.98414, 0.99423], [-6.03834, -0.22307, 1.24972], [-4.70045, -0.85088, 2.01713], [-6.12781, 0.55677, -0.72632], [-5.93046, -1.03658, -1.42883], [-4.17434, 1.49576, -2.03140], [-5.44236, 0.75166, -3.04705], [-2.28544, 0.75705, -3.94405], [-3.95901, 0.62604, -4.61261], [-2.15257, -1.76494, -4.15667], [-2.35836, -0.95776, -5.82012], [-3.52889, -2.95503, -6.86908], [-4.73800, -3.62375, -5.90763], [-3.13048, -3.72096, -5.33141], [2.31763, 1.06009, 3.35979], [2.80519, 2.08213, 2.55855], [2.78508, 1.76625, 1.16368], [3.05843, 2.97283, 0.38629], [4.40713, 3.37901, 0.43062], [4.68316, 4.58601, -0.19730], [4.01164, 5.83811, 0.30512], [2.87943, 6.08283, -0.51175], [2.43858, 7.41247, -0.47359], [2.22764, 1.39061, 4.38266], [3.05844, 0.27152, 3.21706], [1.26170, 0.86277, 3.12456], [1.77995, 1.43143, 0.87528], [3.49009, 0.97101, 0.88915], [2.47544, 3.75790, 0.85470], [2.68705, 2.85644, -0.65684], [4.58834, 4.48835, -1.29694], [5.75567, 4.65576, 0.03285], [4.78179, 6.58394, 0.13593], [3.75910, 5.86877, 1.38118], [3.13128, 8.07131, -1.02559], [2.50710, 7.71938, 0.56294], [1.40646, 7.43845, -0.79733], [1.03939, -3.02676, -8.23812], [1.36364, -2.04318, -7.26545], [0.55542, -2.09768, -6.09892], [0.81959, -0.89695, -5.15999], [-0.01538, 0.22072, -5.61290], [0.41875, 1.49632, -5.25457], [-0.40958, 2.51642, -5.92829], [0.09003, 2.85703, -7.22427], [-0.80972, 3.64904, -8.01181], [0.09402, -2.88425, -8.74525], [1.08416, -4.00034, -7.79203], [1.75650, -2.88713, -9.04646], [0.82073, -3.00611, -5.57149], [-0.52094, -2.06998, -6.37886], [1.89842, -0.56173, -5.12172], [0.49555, -1.07817, -4.14441], [1.47753, 1.69118, -5.54491], [0.43631, 1.59451, -4.14669], [-0.40044, 3.37724, -5.25434], [-1.40762, 2.02072, -6.09159], [-0.42179, 3.65706, -9.01080], [-0.83364, 4.70476, -7.69986], [-1.86168, 3.25202, -8.00667], [-5.33263, -4.46942, -2.56012], [-4.07185, -4.69230, -1.87263], [-3.73926, -3.56811, -1.08995], [-2.38137, -3.61590, -0.44341], [-2.36471, -4.73373, 0.43401], [-1.10670, -4.75219, 1.18397], [-1.22592, -5.61119, 2.39210], [-1.51823, -6.98236, 1.99275], [-1.84379, -7.90551, 3.03979], [-5.26790, -3.57071, -3.17638], [-6.09048, -4.40151, -1.81007], [-5.49663, -5.37528, -3.12202], [-4.40397, -3.39162, -0.25299], [-3.87475, -2.64692, -1.69386], [-2.18168, -2.66287, 0.08551], [-1.56103, -3.75321, -1.19406], [-0.75811, -3.73734, 1.47012], [-0.35347, -5.24182, 0.55133], [-2.04094, -5.28932, 3.02790], [-0.23010, -5.58406, 2.89578], [-1.03064, -8.00907, 3.77123], [-1.92265, -8.88978, 2.58028], [-2.74079, -7.52096, 3.55749], [0.33537, -2.11710, 3.44197], [-0.29290, -2.68283, 4.61294], [0.38934, -3.72863, 5.24951], [1.86558, -3.51726, 5.57525], [1.98003, -2.37945, 6.44354], [3.28949, -1.99882, 6.80734], [3.74601, -2.76738, 8.06502], [3.24055, -2.26326, 9.30241], [1.81597, -2.39804, 9.52402], [1.00678, -2.90221, 3.07412], [0.79273, -1.16335, 3.67354], [-0.43978, -1.97579, 2.70247], [0.44608, -4.65596, 4.68965], [-0.19315, -4.03857, 6.11367], [2.47109, -3.26838, 4.68742], [2.28747, -4.41743, 6.01090], [3.30607, -0.91234, 6.98301], [4.05645, -2.14464, 6.02549], [4.84652, -2.69303, 8.14096], [3.49528, -3.87905, 8.02025], [1.45847, -3.36579, 9.15202], [1.26533, -1.53938, 9.13453], [1.67925, -2.39032, 10.60284]]
}